No. 1
Density functional theory data (ωB97M-V/def2-TZVPD) for C5H17B2ClINO4Si2Sn as an isolated structure at a distorted geometry.

CARTESIAN COORDINATES (ANGSTROEM)
C 2.4955 1.6648 -1.5537
C 3.3863 0.7906 -0.6820
O 2.6311 0.3600 0.5555
B 2.4501 -1.0382 0.9677
O 3.4347 -1.9269 0.9149
Si 0.6017 -1.4366 1.7852
O -0.4629 -1.8258 0.5997
Si -0.3590 -0.9174 -0.7699
Cl 1.3810 -1.5003 -1.6924
C -1.8150 -0.9785 -1.8737
I -1.3637 0.4371 -3.4174
C -3.1509 -0.7999 -1.0985
C -4.1712 0.1818 -1.6746
B -0.2493 0.1188 2.9046
N -1.3570 0.9280 2.3982
O 0.2800 0.2200 4.1576
H 1.9506 1.0805 -2.2974
H 1.7283 2.2272 -0.9916
H 3.1104 2.3993 -2.0802
H 3.6895 -0.1213 -1.1975
H 4.2758 1.3201 -0.3365
H 4.2689 -1.7597 0.4570
H 0.8578 -2.5409 2.7202
H -0.0898 0.4883 -0.2559
H -1.8118 -1.9520 -2.3732
H -2.9575 -0.5534 -0.0451
H -3.6198 -1.7889 -1.0906
H -3.8178 1.2158 -1.6497
H -4.4380 -0.0780 -2.7020
H -5.0870 0.1352 -1.0795
H -2.0637 1.0890 3.1201
H -1.1714 1.8512 2.0223
H -0.0868 0.9161 4.7262
Sn 1.5310 1.7940 1.5318

Results
* net charge: +2
* molar mass: 514.06 g/mol
* E_HOMO: -0.5486 hartree
* frontier orbital gap: 5.36 eV

Löwdin atomic charge list, values in e, 6 entries: atom 1 (C): -0.07, atom 2 (C): -0.17, atom 3 (O): -0.40, atom 4 (B): -0.74, atom 5 (O): 0.21, atom 6 (Si): 0.69

No. 2
Density functional theory data (ωB97M-V/def2-TZVPD) for C32H58CoN3O2P2 as an isolated structure at a distorted geometry.

CARTESIAN COORDINATES (ANGSTROEM)
C 0.5784 2.3555 1.3892
C -0.8225 0.8195 2.5434
C 0.4961 3.2723 2.4386
C -0.7798 1.6618 3.6837
C -0.1608 2.8948 3.6115
H 0.9655 4.2485 2.3378
H -1.3067 1.3201 4.5710
H -0.1899 3.5819 4.4550
N -0.0662 1.1771 1.4404
P 2.0617 1.0458 -0.5632
P -2.0341 -1.0968 0.9191
C 1.4020 2.6323 0.1338
H 0.7696 3.1103 -0.6315
H 2.2113 3.3359 0.3632
C 0.2452 -1.5388 -0.7949
O 0.3858 -2.5459 -1.3736
C -1.6685 -0.3119 2.4604
H -2.1654 -0.6283 3.3831
C -3.6987 -0.3398 0.3219
C -2.3947 -2.9040 1.4508
C 2.5155 1.3642 -2.3829
C 3.6630 0.8774 0.5004
C -3.8412 -0.6856 -1.1700
H -3.6943 -1.7563 -1.3697
H -4.8541 -0.4125 -1.5099
H -3.1126 -0.1229 -1.7680
C -4.9188 -0.8580 1.0962
H -5.1028 -1.9289 0.9616
H -4.8508 -0.6314 2.1667
H -5.8091 -0.3365 0.7110
C -3.6411 1.1821 0.4952
H -4.6366 1.6050 0.2842
H -3.3593 1.4670 1.5161
H -2.9284 1.6342 -0.2032
C -3.0734 -3.6531 0.2944
H -2.4727 -3.5722 -0.6209
H -3.1385 -4.7191 0.5594
H -4.0908 -3.3081 0.0844
C -1.0446 -3.5746 1.7045
H -0.4503 -3.6312 0.7878
H -0.4572 -3.0421 2.4578
H -1.2123 -4.6014 2.0621
C -3.2136 -3.0479 2.7402
H -4.2172 -2.6225 2.6853
H -3.3323 -4.1244 2.9398
H -2.6993 -2.6098 3.6006
C 4.4286 -0.3728 0.0509
H 5.3165 -0.4848 0.6936
H 3.8114 -1.2720 0.1571
H 4.7785 -0.3205 -0.9849
C 3.2686 0.6895 1.9699
H 2.7786 1.5781 2.3854
H 2.6078 -0.1752 2.1013
H 4.1833 0.5042 2.5558
C 4.5980 2.0981 0.4359
H 5.2949 2.0279 1.2855
H 5.2104 2.1192 -0.4709
H 4.0736 3.0535 0.5302
C 1.7557 2.5852 -2.9080
H 2.0558 3.5070 -2.3928
H 1.9863 2.7101 -3.9768
H 0.6721 2.4637 -2.8181
C 2.0581 0.0996 -3.1301
H 0.9647 0.0096 -3.1181
H 2.3840 0.1679 -4.1775
H 2.4925 -0.8125 -2.6949
C 4.0043 1.6039 -2.6674
H 4.3763 2.5184 -2.1919
H 4.6461 0.7578 -2.4001
H 4.1143 1.7455 -3.7549
Co -0.0639 0.0222 -0.1233
N -0.8933 1.0334 -1.5353
C -1.5057 1.7193 -2.2662
C -2.3639 2.4338 -3.2916
C -3.5997 3.0129 -2.6048
C -1.5908 3.5783 -3.9482
C -2.7843 1.4386 -4.3711
H -4.2180 2.2158 -2.1727
H -3.3015 3.7183 -1.8160
H -4.2129 3.5587 -3.3375
H -0.7485 3.1960 -4.5357
H -2.2610 4.1201 -4.6331
H -1.2274 4.2895 -3.1967
H -3.4055 1.9445 -5.1242
H -1.8954 1.0325 -4.8749
H -3.3689 0.6167 -3.9402
C 2.8338 -3.5268 3.5660
N 2.9501 -3.6692 2.1198
C 3.6645 -4.8219 1.5919
C 2.2973 -2.8560 1.2693
O 1.5298 -1.9329 1.6216
H 3.8309 -3.4495 4.0207
H 2.3449 -4.4085 4.0043
H 2.2531 -2.6238 3.7850
H 2.9711 -5.4995 1.0705
H 4.4238 -4.4978 0.8668
H 4.1428 -5.3548 2.4180
H 2.4825 -3.0737 0.1959

Results
* net charge: +1
* molar mass: 637.72 g/mol
* relative energy (zero: lowest compared OMol25 entry of this formula, charge and spin): 0.0 kJ/mol
* E_HOMO (alpha / beta): -0.3210 / -0.3847 hartree
* multiplicity: 4
* frontier orbital gap (alpha / beta): 7.00 / 6.46 eV

Löwdin atomic charge list, values in e, 6 entries: atom 1 (C): -0.30, atom 2 (C): -0.30, atom 3 (C): -0.01, atom 4 (C): 0.00, atom 5 (C): -0.04, atom 6 (H): 0.12